ORCA calculation (wB97M-V/def2-TZVPD) on a molecular structure, C40H50Br2N5OReSbSi3 in a non-equilibrium geometry.

For the HOMO-LUMO gap (spin up / spin down), the calculation gives 5.2 / 4.8 eV. As for the net charge: +2. As for the multiplicity: 2. The LUMO energy (spin up / spin down) comes out at -6.78 / -6.93 eV.

Geometry as XYZ:
```
103
Properties=species:S:1:pos:R:3:forces:R:3
Re -0.18844 0.06664 0.08193 0.1 0.9 -1.6
Br -2.87692 3.86082 -2.51503 0.1 0.0 0.2
C -2.42828 3.65101 -0.70046 0.2 -0.4 -0.2
C -2.86224 4.66225 0.16824 0.0 0.1 0.3
C -2.57799 4.61695 1.50225 -0.2 0.3 -0.1
Br -3.22467 5.99357 2.62468 0.1 -0.2 -0.1
C -1.80222 3.55761 2.02366 0.1 -0.1 0.0
C -1.45982 3.42588 3.38126 0.1 -0.1 -0.1
C -0.69350 2.35968 3.78184 0.0 0.1 0.0
C -0.24839 1.44625 2.83360 0.1 0.0 0.1
N -0.55476 1.52298 1.54125 -0.2 0.0 0.3
C -1.35075 2.55962 1.12525 -0.1 0.2 -0.1
C -1.69500 2.55959 -0.25289 -0.3 0.4 0.1
O -1.30851 1.52558 -1.00630 0.0 -0.9 0.9
H -3.43872 5.48273 -0.23541 0.0 0.0 0.0
H -1.79888 4.16444 4.09476 0.0 0.0 0.0
H -0.41960 2.22406 4.81810 0.0 0.0 0.0
H 0.39031 0.63222 3.14633 -0.1 0.0 0.0
N 1.27776 -0.94111 1.34859 0.2 -0.1 -0.6
C 0.77512 -1.68550 2.46967 0.0 -0.2 0.2
C 1.57475 -2.17088 3.47036 0.0 0.0 -0.2
C 1.01711 -2.89476 4.54119 -0.1 0.0 0.0
C -0.32936 -3.13045 4.59101 0.1 0.0 0.1
C -1.18049 -2.61755 3.58771 0.0 0.1 -0.2
C -2.58389 -2.79298 3.58776 0.0 0.1 -0.1
C -3.33379 -2.22852 2.59326 0.0 -0.1 0.1
C -2.69374 -1.46405 1.60548 -0.1 0.2 -0.3
N -1.39244 -1.28118 1.57281 0.8 0.7 -0.6
C -0.61913 -1.86760 2.53094 0.0 -0.2 0.3
H 1.80793 -1.51470 0.61058 -0.1 -0.1 0.3
H 1.97524 -0.27278 1.66909 -0.1 0.1 0.0
H 2.64560 -2.00490 3.43478 0.0 0.0 0.0
H 1.66678 -3.26332 5.32285 0.0 0.0 0.0
H -0.75779 -3.70506 5.40220 0.0 0.0 0.0
H -3.04607 -3.36502 4.38250 0.0 0.0 0.0
H -4.40712 -2.34657 2.56178 0.0 0.0 0.0
H -3.27230 -0.98686 0.82105 0.0 0.0 0.0
C 0.55284 3.39476 -2.43126 -0.6 -0.4 0.2
Sb 0.46845 1.26280 -2.94439 0.4 -0.5 -0.4
C 1.56945 0.44237 -1.23127 -0.6 -0.6 1.4
C 2.35469 -0.76544 -1.69463 0.4 -0.4 -0.4
C 3.07202 -0.73575 -2.89972 0.0 0.2 0.1
C 3.92152 -1.77057 -3.24196 0.0 0.0 0.0
C 4.04767 -2.85797 -2.39150 0.0 0.1 -0.1
C 3.29080 -2.84830 -1.23855 0.0 0.0 0.0
N 2.48323 -1.84174 -0.89963 -0.3 0.4 0.2
Si 2.98520 1.61687 -0.57716 0.1 0.1 0.1
C 4.22568 0.60107 0.44022 -0.2 0.1 -0.1
C 3.96126 2.27132 -2.05938 -0.2 0.0 0.2
C 2.31572 2.99931 0.52164 0.1 -0.1 -0.2
C -1.24915 -0.40700 -3.44352 0.3 1.1 0.2
C -1.41245 -1.42085 -2.39485 -0.3 -0.3 -0.2
C -2.37557 -2.42676 -2.64378 0.0 -0.1 0.1
C -2.36797 -3.61411 -1.95373 0.1 0.1 0.0
C -1.36926 -3.82335 -1.00073 0.0 0.0 0.0
C -0.55140 -2.76912 -0.70250 0.0 -0.2 -0.1
N -0.60659 -1.55485 -1.30997 -0.1 0.0 0.4
Si -2.90845 0.43644 -4.01265 0.0 -0.3 -0.1
C -2.38154 1.88172 -5.10903 -0.1 0.0 0.3
C -4.03245 -0.57981 -5.14838 0.2 0.1 0.0
C -4.00274 0.65781 -2.48307 0.0 0.1 -0.1
Si -0.32302 -1.36468 -4.90358 0.0 -0.1 -0.1
C 0.69804 -2.74537 -4.11323 -0.1 0.2 0.0
C -1.50596 -2.25715 -6.06844 0.1 0.1 0.1
C 0.68873 -0.15585 -5.94485 0.0 -0.3 0.1
H 1.59673 3.68279 -2.54582 0.0 -0.1 -0.1
H 0.21645 3.57143 -1.41356 0.0 0.2 -0.1
H -0.05846 3.95302 -3.13276 0.0 0.0 0.0
H 2.97502 0.12110 -3.55021 0.1 0.0 0.0
H 4.48004 -1.73009 -4.16833 0.0 0.0 0.0
H 4.71816 -3.67604 -2.61095 -0.1 0.0 0.0
H 3.33219 -3.67617 -0.53893 0.0 0.0 0.0
H 5.00072 0.20100 -0.21661 0.0 -0.1 0.0
H 3.81764 -0.24944 0.98641 0.1 0.0 0.0
H 4.72406 1.24986 1.16362 0.0 0.0 0.0
H 4.78567 1.59486 -2.28764 0.0 0.0 0.0
H 4.39971 3.24203 -1.81716 0.0 0.0 0.0
H 3.37024 2.38908 -2.96870 0.0 0.1 0.0
H 1.46018 2.68661 1.11982 0.1 0.0 0.0
H 2.02412 3.88356 -0.04627 0.0 0.0 0.0
H 3.10454 3.30950 1.21050 0.0 0.0 0.0
H -3.09735 -2.26425 -3.43011 0.0 0.0 0.0
H -3.10130 -4.38212 -2.16388 0.0 0.0 -0.1
H -1.25259 -4.77043 -0.49410 0.0 0.0 0.0
H 0.21029 -2.88433 0.05516 0.0 0.1 0.0
H -2.15625 1.50610 -6.10949 0.0 -0.1 0.0
H -1.51274 2.43733 -4.75020 0.0 0.0 0.0
H -3.20083 2.59637 -5.21639 0.0 0.0 0.0
H -3.55571 -0.91792 -6.06547 -0.2 0.1 0.1
H -4.85350 0.08156 -5.44204 0.0 0.1 0.1
H -4.49377 -1.44063 -4.66108 0.0 0.0 0.0
H -3.44382 0.65699 -1.54968 0.1 0.1 0.0
H -4.73059 -0.15641 -2.44795 0.1 -0.1 -0.1
H -4.57691 1.58345 -2.52589 0.0 0.0 0.0
H 0.06602 -3.62094 -3.94695 0.0 0.0 0.0
H 1.14246 -2.47336 -3.15651 0.0 0.0 -0.1
H 1.50653 -3.05561 -4.77866 0.0 0.0 0.0
H -2.34968 -2.73040 -5.56595 0.0 0.0 0.0
H -0.93947 -3.05292 -6.55952 0.1 0.0 0.0
H -1.89090 -1.60682 -6.85459 0.0 0.0 0.0
H 1.69555 0.00126 -5.55784 0.0 0.0 0.0
H 0.20440 0.81796 -6.03408 0.0 0.0 0.0
H 0.79020 -0.56346 -6.95378 0.0 -0.1 0.0
```
Forces are in eV/Å.


ORCA calculation (wB97M-V/def2-TZVPD) on a molecular structure, C2H2FI3O in a non-equilibrium geometry.

For the HOMO-LUMO gap, the calculation gives 8.4 eV. As for the multiplicity: 1. The LUMO energy comes out at -0.91 eV.

Geometry as XYZ:
```
9
Properties=species:S:1:pos:R:3:forces:R:3
C -0.56381 0.57056 0.52843 -1.2 -2.0 2.0
C 0.47439 -0.04968 -0.31918 1.3 -1.2 -0.5
O 0.84626 -1.31062 0.16317 -0.2 0.2 -0.8
F 0.15696 -0.14369 -1.63458 -0.3 0.0 0.1
I -1.38596 2.37768 -0.18285 0.2 -0.3 0.5
I -2.21140 -1.10373 0.56879 0.6 1.2 0.0
I 2.21190 1.25561 -0.22394 0.3 0.1 0.1
H -0.18130 0.41205 1.61306 -0.9 1.1 -1.8
H 0.65295 -2.00818 -0.51289 0.1 1.0 0.6
```
Forces are in eV/Å.


ORCA calculation (wB97M-V/def2-TZVPD) on 2 unconnected molecules or ions with the total composition C8H19Br2NO2 in a non-equilibrium geometry.

For the HOMO-LUMO gap, the calculation gives 8.8 eV. As for the multiplicity: 1. The LUMO energy comes out at 0.17 eV. As for the SMILES: COCCNCCOC.BrCCBr.

Geometry as XYZ:
```
32
Properties=species:S:1:pos:R:3:forces:R:3
C 2.27391 -1.98415 1.29892 -0.4 -0.8 0.2
O 1.11529 -1.78401 0.48364 1.6 -0.8 -0.8
C 1.45673 -1.36464 -0.89694 -2.1 1.7 1.0
C 0.23972 -1.78734 -1.82153 0.5 -0.1 0.5
N -1.04173 -1.95459 -1.15330 -0.8 0.7 1.0
C -1.66866 -0.74174 -0.52394 1.1 0.5 -1.4
C -2.16473 0.36527 -1.52550 1.5 0.1 1.1
O -1.07750 0.99469 -2.32304 -0.9 -1.3 0.4
C -1.18541 2.35218 -2.75777 -0.3 -0.5 1.4
H 2.03203 -1.78067 2.34209 -0.1 0.4 0.0
H 3.17052 -1.43301 1.01531 -0.2 0.4 -0.2
H 2.54333 -3.04026 1.31117 0.1 -0.2 -0.3
H 2.43478 -1.58385 -1.32527 0.0 -0.9 0.4
H 1.49299 -0.29869 -0.67215 -0.1 0.5 -1.0
H 0.48434 -2.79874 -2.14608 0.0 0.0 -0.4
H 0.03377 -1.16549 -2.69273 0.8 0.2 0.1
H -0.79089 -2.58671 -0.40657 -0.6 -0.2 0.4
H -1.02097 -0.30214 0.23459 0.4 0.3 -0.2
H -2.57368 -0.94290 0.04928 -0.1 -0.8 -0.3
H -2.56440 1.07814 -0.80427 -0.1 0.6 -0.3
H -3.01611 -0.08638 -2.03470 0.3 0.3 -1.0
H -1.95795 2.49071 -3.51414 0.1 0.1 -0.1
H -0.20373 2.71625 -3.06085 0.0 -0.5 -0.5
H -1.37172 2.96776 -1.87774 -0.6 0.3 0.1
Br 2.45121 1.20053 4.02944 -0.8 0.0 -0.5
C 0.99968 1.11946 2.60649 0.2 0.9 1.0
C -0.19827 1.94800 3.07428 -0.3 -0.3 -0.5
Br -1.52092 2.31895 1.54211 1.1 -0.2 1.0
H 0.82940 0.04516 2.53593 -0.1 0.4 -0.7
H 1.47253 1.67776 1.79852 -0.1 -0.8 -0.3
H 0.15253 2.92367 3.41060 -0.4 -0.1 0.0
H -0.82619 1.43684 3.80403 0.2 0.2 0.0
```
Forces are in eV/Å.


ORCA calculation (wB97M-V/def2-TZVPD) on a molecular structure, C42H47ClN6O4PbSSeSi in a non-equilibrium geometry.

For the HOMO-LUMO gap, the calculation gives 6.5 eV. As for the multiplicity: 1. The LUMO energy comes out at -0.56 eV.

Geometry as XYZ:
```
104
Properties=species:S:1:pos:R:3:forces:R:3
Pb 0.77653 0.27124 -0.49362 -0.3 0.2 -0.1
O 5.44592 0.30195 0.49480 1.4 -0.1 -0.6
C 4.36189 0.53969 0.88078 -3.0 -0.5 1.1
O 3.40012 -0.44542 1.11809 0.2 2.0 0.0
C 3.83417 1.89895 1.35479 -0.1 -0.4 0.2
C 4.85634 2.74955 1.79685 -1.5 2.2 0.9
C 4.43818 4.00557 2.33563 0.3 -2.2 -1.3
C 3.07284 4.32958 2.37801 -1.4 -0.2 -0.2
C 2.60826 5.65349 2.71440 -0.1 0.2 -0.5
C 1.28173 6.01627 2.51193 1.8 -1.6 0.3
C 0.39320 5.01821 2.00987 0.0 0.8 1.0
C 0.75171 3.73475 1.72389 0.7 0.5 0.0
C 2.09980 3.34929 1.91730 1.9 -0.1 -1.1
N 2.53322 2.13716 1.40016 0.1 0.5 0.4
H 5.85810 2.38298 1.66882 0.4 0.4 0.1
H 5.11500 4.79207 2.58045 0.7 0.2 0.3
H 3.37927 6.39842 2.98548 -0.6 -0.4 0.0
H 0.97102 7.01702 2.76437 -0.3 0.0 -0.2
H -0.62215 5.34343 1.97851 -0.7 -0.1 -0.6
H 0.08421 3.06496 1.21894 -0.2 -0.2 0.1
C -3.73298 -3.08840 -0.70642 -0.3 -1.0 -0.1
Si -2.46003 -3.23218 0.65401 -0.1 0.2 0.3
C -2.60791 -1.79241 1.83813 0.0 -0.4 0.7
C -2.39628 -4.77940 1.71796 -2.0 -0.5 -1.2
C -0.79038 -3.06284 -0.11569 0.3 -0.2 -0.2
C 0.38121 -3.08471 -0.42543 0.2 0.0 0.3
H -4.78405 -3.03031 -0.34128 0.7 -0.1 -0.3
H -3.62524 -3.88884 -1.48057 -0.2 0.5 0.7
H -3.49916 -2.15957 -1.20557 -0.1 0.4 -0.2
H -3.62729 -1.65468 2.21138 0.0 0.1 -0.2
H -2.22406 -0.88610 1.41531 -0.2 0.6 -0.6
H -1.96210 -1.93129 2.71450 -0.2 -0.3 0.0
H -3.34297 -4.81514 2.30397 0.5 0.0 -0.3
H -1.60245 -4.71612 2.40060 1.2 0.1 0.9
H -2.31738 -5.72831 1.15496 0.0 0.5 0.2
S 2.05315 -3.07531 -0.69531 -0.2 0.1 -0.9
C 2.69077 -3.65958 0.82999 -2.4 -0.4 0.4
N 3.99508 -3.76586 0.85712 0.6 0.0 0.0
C 4.52032 -4.36287 1.92956 -0.3 0.3 0.8
C 3.66978 -4.74479 2.97877 1.1 -0.2 0.0
C 2.32287 -4.43326 2.87943 -0.6 0.1 0.6
N 1.75940 -3.94655 1.78400 1.8 0.4 -0.4
H 3.74601 -1.30201 0.91025 0.8 -1.0 -0.5
H 5.62863 -4.40921 1.96454 -0.9 -0.3 0.0
H 4.03242 -5.24652 3.87415 0.1 0.3 -0.2
H 1.65945 -4.51026 3.76144 0.4 -0.3 -0.6
C -3.33487 2.40303 3.51609 -0.4 -0.4 2.2
C -3.11190 2.79925 2.10617 -0.3 1.7 -1.3
N -2.03226 2.03643 1.58159 0.8 0.1 0.1
C -1.11183 1.43233 2.34900 0.2 -1.3 -1.7
N -0.25785 0.60019 1.76726 0.2 -0.5 -0.3
C 0.41254 -0.47161 2.53654 -1.5 -0.1 1.3
C 0.21693 -0.33081 4.05908 1.3 1.4 -0.5
C 0.17394 1.20362 4.25580 0.5 -0.4 1.2
N -1.03184 1.67907 3.64362 -0.7 1.3 1.4
C -2.04863 2.53275 4.34534 1.6 1.3 -3.1
H -3.60625 1.32813 3.57045 -0.3 0.6 -0.1
H -4.06005 3.02222 4.05603 -0.3 -0.2 -0.4
H -2.88651 3.90654 1.96505 -0.4 -1.0 0.5
H -3.94494 2.57422 1.39255 0.3 0.3 1.0
H -2.33922 1.56639 0.73732 0.3 -0.7 -0.6
H 1.47078 -0.45597 2.45384 1.0 0.2 -0.9
H 0.04884 -1.47850 2.26493 0.2 0.4 -0.4
H 1.05548 -0.79883 4.58260 0.1 0.1 0.0
H -0.66033 -0.76195 4.45484 -1.3 -0.5 0.3
H 1.09788 1.66106 3.78421 -1.0 -0.3 0.7
H 0.05751 1.47643 5.31454 0.6 -0.1 -0.2
H -1.71514 3.62988 4.31157 -0.3 -1.3 0.1
H -2.09302 2.25449 5.35807 -0.4 -0.6 1.2
Cl -6.03122 -2.05393 -5.69253 0.5 0.5 1.0
C -5.05963 -1.20172 -4.44502 -0.3 0.2 -0.3
C -3.68766 -1.11775 -4.63415 0.2 0.0 0.4
C -2.84124 -0.48348 -3.73317 -0.7 0.2 0.8
C -3.36704 0.05905 -2.55411 -1.9 -0.2 -1.5
C -4.79195 0.08559 -2.47336 0.3 -0.4 0.9
C -5.67456 -0.55529 -3.35191 0.7 -0.2 -0.9
C -2.61932 0.56264 -1.36514 0.0 -0.2 0.2
O -3.31140 0.86465 -0.36955 0.6 0.0 -0.4
O -1.35080 0.56792 -1.45580 0.0 0.2 0.0
H -3.14158 -1.57065 -5.43089 -0.4 -0.4 -0.8
H -1.80897 -0.46748 -4.01319 0.6 0.1 0.4
H -5.13163 0.53897 -1.54291 -0.3 -0.1 -0.4
H -6.77980 -0.57425 -3.28386 0.9 0.2 0.3
C 1.28820 -1.96103 -6.97230 -0.8 -2.1 0.2
C 1.50738 -1.06288 -5.80965 -2.2 1.7 0.2
C 2.36848 -1.31427 -4.76932 0.1 0.1 -0.6
C 2.56079 -0.41142 -3.71792 -0.5 0.0 -1.2
C 3.64514 -0.70647 -2.80271 1.3 -1.0 2.8
C 1.77801 0.72871 -3.65757 -1.2 0.9 0.5
Se 2.06443 2.10237 -2.23939 -0.3 -0.8 -0.4
C 0.72090 0.92174 -4.60196 0.0 -0.2 -0.6
C -0.31266 2.01411 -4.46326 1.1 1.0 -0.2
C 0.63958 0.08312 -5.72257 2.0 -1.1 1.3
H 0.98826 -3.02012 -6.62691 0.1 1.5 -0.3
H 2.23951 -2.15804 -7.43601 0.3 0.2 -0.8
H 0.47933 -1.60977 -7.67232 1.1 -0.3 0.6
H 3.00282 -2.18566 -4.83543 0.1 -0.2 0.1
H 4.08286 -1.73042 -2.96565 -0.5 1.0 0.2
H 3.32267 -0.62673 -1.71550 0.2 -0.3 -1.2
H 4.46565 0.00395 -2.79464 0.1 0.3 -0.5
H -0.80063 1.95161 -3.50075 -0.1 0.0 0.3
H -1.07545 1.98633 -5.24358 0.2 -0.1 -0.1
H 0.21760 3.00504 -4.50792 -0.6 -0.7 0.1
H -0.01145 0.27454 -6.55475 -0.5 0.2 0.0
```
Forces are in eV/Å.


ORCA calculation (wB97M-V/def2-TZVPD) on 2 unconnected molecules or ions with the total composition C4H11NO2 in a non-equilibrium geometry.

For the HOMO-LUMO gap, the calculation gives 10.6 eV. As for the multiplicity: 1. The LUMO energy comes out at 0.76 eV. As for the SMILES: CCCC(N)=O.O.

Geometry as XYZ:
```
18
Properties=species:S:1:pos:R:3:forces:R:3
C -0.64207 1.00767 -1.28757 3.0 2.1 -2.1
C -0.07612 0.17371 -0.19496 -2.2 -0.7 2.4
C 0.21990 -1.30226 -0.54430 0.0 -0.5 0.1
C 1.28685 -2.05265 0.36296 0.9 0.1 -0.7
N 2.49677 -2.51198 -0.36173 -3.9 1.6 -0.5
O 1.21383 -2.25785 1.55357 -0.5 0.1 -0.9
H 0.01610 0.95215 -2.24556 -0.5 0.3 1.5
H -0.55116 2.15708 -0.93249 -1.3 -2.7 -1.1
H -1.50736 0.52006 -1.70234 -1.2 0.8 0.4
H 0.75900 0.60002 0.28676 1.3 0.7 0.2
H -0.90552 0.34510 0.63037 1.6 -1.2 -1.1
H -0.74886 -1.83829 -0.69098 0.8 -0.1 0.8
H 0.62802 -1.36766 -1.54697 0.3 0.3 -0.3
H 2.94878 -1.77884 -0.87597 0.0 0.2 -0.4
H 3.07957 -2.90309 0.29254 1.8 -1.1 1.8
O -2.80377 3.41444 2.11420 2.0 -1.9 -3.3
H -2.05112 2.95397 2.49638 -0.6 0.5 0.7
H -3.36285 3.88842 2.64611 -1.4 1.4 2.7
```
Forces are in eV/Å.


ORCA calculation (wB97M-V/def2-TZVPD) on C6H10O in the gas phase in a non-equilibrium geometry.

For the HOMO-LUMO gap, the calculation gives 10.0 eV. As for the multiplicity: 1. The LUMO energy comes out at 1.02 eV. As for the SMILES: O[C@@H]1C=CCCC1.

Geometry as XYZ:
```
17
Properties=species:S:1:pos:R:3:forces:R:3
O 2.42510 -0.89790 0.33176 -0.4 -0.2 0.2
C 1.31331 -0.35527 -0.34452 -1.9 -1.2 0.0
C 1.08316 1.04445 0.08489 -0.5 -0.1 0.3
C -0.10166 1.65955 -0.00512 0.3 -0.3 0.5
C -1.31566 0.96388 -0.46274 -0.3 -1.9 1.0
C -1.36369 -0.62626 0.36542 0.2 2.3 -0.7
C -0.18119 -1.40902 -0.15748 1.7 1.6 -0.3
H 2.36234 -0.61144 1.25470 0.1 -0.2 -0.2
H 1.44458 -0.56026 -1.39951 0.4 0.5 -0.2
H 1.83304 1.48959 0.74372 0.1 0.0 -0.5
H -0.22337 2.59886 0.53159 0.0 0.0 -0.3
H -1.30954 0.57698 -1.48405 0.2 0.4 -0.1
H -2.20131 1.61899 -0.33638 0.3 -0.8 0.1
H -1.32208 -0.55325 1.46507 -0.2 0.5 -0.5
H -2.36227 -0.93038 0.04235 0.3 -0.6 0.2
H 0.34334 -2.10809 0.49213 -0.8 -0.2 0.3
H -0.42411 -1.90043 -1.12183 0.5 0.4 0.4
```
Forces are in eV/Å.


What did the second record say?
ORCA calculation (wB97M-V/def2-TZVPD) on a molecular structure, C2H2FI3O in a non-equilibrium geometry.

For the HOMO-LUMO gap, the calculation gives 8.4 eV. As for the multiplicity: 1. The LUMO energy comes out at -0.91 eV.

Geometry as XYZ:
```
9
Properties=species:S:1:pos:R:3:forces:R:3
C -0.56381 0.57056 0.52843 -1.2 -2.0 2.0
C 0.47439 -0.04968 -0.31918 1.3 -1.2 -0.5
O 0.84626 -1.31062 0.16317 -0.2 0.2 -0.8
F 0.15696 -0.14369 -1.63458 -0.3 0.0 0.1
I -1.38596 2.37768 -0.18285 0.2 -0.3 0.5
I -2.21140 -1.10373 0.56879 0.6 1.2 0.0
I 2.21190 1.25561 -0.22394 0.3 0.1 0.1
H -0.18130 0.41205 1.61306 -0.9 1.1 -1.8
H 0.65295 -2.00818 -0.51289 0.1 1.0 0.6
```
Forces are in eV/Å.


What is the formula in the fourth record?
C42H47ClN6O4PbSSeSi